No. 1
A molecular structure, C21H35AlF3N3O4P. Source: the OMol25 dataset; level of theory: ωB97M-V/def2-TZVPD.

Values from the calculation:
- Lowest unoccupied orbital energy: 2.77 eV
- HOMO energy: -4.10 eV
- HOMO-LUMO gap: 6.87 eV
- Calculated total energy: -59049.59042 eV
- Charge: -1
- Molar mass: 508.478 g/mol

Geometry (Å):
C1 -4.593 -0.749 1.594
C2 -3.794 0.241 0.716
C3 -4.092 -0.049 -0.754
C4 -3.576 -1.420 -1.237
N1 -2.253 -1.776 -0.680
Al1 -0.894 -1.132 -1.810
P1 -0.820 -2.292 -3.856
N2 -2.279 -2.024 -4.789
O1 0.393 -1.607 -4.816
O2 -1.139 0.655 -1.793
C5 -0.059 1.269 -1.105
C6 0.564 2.188 -2.165
C7 1.149 1.407 -3.371
C8 2.345 2.098 -4.001
F1 3.527 1.662 -3.532
F2 2.349 1.836 -5.339
F3 2.322 3.440 -3.908
C9 0.900 0.231 -0.394
C10 2.320 0.787 -0.286
C11 2.430 1.982 0.638
O3 2.517 3.128 0.231
N3 2.482 1.721 2.086
C12 1.803 2.861 2.752
C13 3.930 1.773 2.439
C14 0.245 -0.122 0.962
C15 0.897 -1.220 1.772
C16 1.980 -1.971 1.400
C17 2.543 -2.926 2.204
C18 2.008 -3.158 3.445
C19 0.899 -2.445 3.817
C20 0.334 -1.491 3.013
C21 -0.891 -0.759 3.505
O4 0.772 -0.964 -1.140
H1 -5.605 -0.859 1.195
H2 -4.065 -1.705 1.594
H3 -4.684 -0.406 2.629
H4 -4.071 1.268 0.971
H5 -2.741 0.100 0.956
H6 -3.757 0.767 -1.395
H7 -5.188 -0.065 -0.845
H8 -3.482 -1.351 -2.334
H9 -4.327 -2.175 -0.985
H10 -2.201 -2.781 -0.553
H11 -2.994 -2.613 -4.378
H12 -2.569 -1.052 -4.808
H13 0.781 -2.362 -5.267
H14 -0.573 1.928 -0.381
H15 1.323 2.878 -1.785
H16 -0.244 2.811 -2.551
H17 0.398 1.385 -4.155
H18 1.463 0.401 -3.090
H19 3.034 0.056 0.102
H20 2.728 1.105 -1.243
H21 0.863 3.028 2.229
H22 2.418 3.764 2.788
H23 1.619 2.568 3.789
H24 4.137 2.511 3.213
H25 4.525 2.071 1.569
H26 4.307 0.790 2.733
H27 0.306 0.786 1.583
H28 -0.817 -0.345 0.854
H29 2.431 -1.829 0.428
H30 3.417 -3.470 1.870
H31 2.478 -3.898 4.081
H32 0.452 -2.640 4.788
H33 -1.709 -0.980 2.807
H34 -0.773 0.324 3.537
H35 -1.197 -1.185 4.461

---

No. 2
A molecular structure, C36H31F9N3O3ReS2. Source: the OMol25 dataset; level of theory: ωB97M-V/def2-TZVPD.

Values from the calculation:
- Lowest unoccupied orbital energy (spin up / spin down): -3.19 / -4.08 eV
- HOMO energy (spin up / spin down): -10.75 / -11.02 eV
- HOMO-LUMO gap (spin up / spin down): 7.56 / 6.95 eV
- Calculated total energy: -96703.75271 eV
- Charge: +1
- Energy relative to the best compared isomer or geometry (same formula, charge and spin): 0.000 eV
- Molar mass: 974.985 g/mol
- 2S+1: 2

Geometry (Å):
Re1 -0.405 -0.281 -0.701
C1 -0.389 -2.595 -0.586
C2 -1.427 -2.085 -1.444
C3 -0.773 -1.487 -2.587
C4 0.636 -1.643 -2.419
C5 0.866 -2.343 -1.208
C6 2.178 -2.962 -0.863
C7 1.701 -1.377 -3.436
C8 -1.456 -1.038 -3.838
C9 -2.834 -2.589 -1.468
C10 -0.622 -3.486 0.600
H1 2.145 -3.524 0.064
H2 2.984 -2.235 -0.828
H3 2.414 -3.666 -1.666
H4 1.281 -1.031 -4.380
H5 2.215 -2.319 -3.644
H6 2.455 -0.681 -3.075
H7 -2.463 -0.692 -3.634
H8 -1.506 -1.888 -4.523
H9 -0.928 -0.228 -4.338
H10 -3.510 -1.886 -1.941
H11 -3.215 -2.818 -0.472
H12 -2.856 -3.517 -2.045
H13 -1.136 -2.971 1.411
H14 0.311 -3.885 0.989
H15 -1.246 -4.332 0.307
O1 3.009 1.559 1.160
S1 2.655 0.282 0.612
O2 2.954 0.048 -0.776
N1 1.053 -0.062 0.808
C11 0.533 0.068 2.125
C12 1.203 0.421 3.278
C13 0.535 0.458 4.519
C14 -0.793 0.163 4.632
C15 -1.523 -0.149 3.466
C16 -2.911 -0.410 3.462
C17 -3.557 -0.649 2.282
C18 -2.827 -0.614 1.089
N2 -1.527 -0.392 1.057
C19 -0.853 -0.171 2.230
C20 3.513 -0.917 1.602
C21 2.901 -2.031 2.157
C22 3.657 -2.919 2.906
C23 5.014 -2.694 3.091
C24 5.617 -1.572 2.539
C25 4.867 -0.672 1.801
H16 2.246 0.690 3.252
H17 1.105 0.729 5.398
H18 -1.299 0.186 5.588
H19 -3.450 -0.409 4.401
H20 -4.620 -0.839 2.241
H21 -3.307 -0.759 0.137
H22 1.839 -2.188 2.028
H23 3.184 -3.784 3.354
H24 5.602 -3.390 3.674
H25 6.673 -1.393 2.691
H26 5.321 0.218 1.383
F1 -1.926 3.741 -0.844
C26 -2.876 2.855 -0.544
F2 -2.582 2.311 0.649
F3 -4.019 3.527 -0.404
C27 -2.973 1.743 -1.634
O3 -2.058 0.739 -1.560
C28 -4.441 1.178 -1.575
F4 -4.523 0.009 -2.220
F5 -5.336 1.999 -2.116
F6 -4.821 0.951 -0.302
C29 -2.831 2.439 -3.035
F7 -3.489 3.596 -3.108
F8 -1.545 2.681 -3.311
F9 -3.297 1.633 -4.000
S2 1.830 3.114 -3.016
C30 1.004 1.679 -2.658
N3 0.538 1.553 -1.450
C31 0.801 2.716 -0.699
C32 0.388 3.001 0.602
C33 0.732 4.208 1.158
C34 1.489 5.148 0.446
C35 1.888 4.894 -0.845
C36 1.525 3.672 -1.409
H27 0.878 0.924 -3.413
H28 -0.210 2.299 1.161
H29 0.412 4.437 2.166
H30 1.752 6.088 0.912
H31 2.456 5.620 -1.411

---

No. 3
2 unconnected molecules or ions with the total composition C22H50BCl2NO4P. Source: the OMol25 dataset; level of theory: ωB97M-V/def2-TZVPD.

Values from the calculation:
- Lowest unoccupied orbital energy: 2.39 eV
- HOMO energy: -4.34 eV
- HOMO-LUMO gap: 6.74 eV
- Calculated total energy: -68318.03347 eV
- Charge: -1
- Molar mass: 505.337 g/mol

Geometry (Å):
C1 4.936 0.825 2.736
C2 4.327 0.431 1.385
C3 5.226 -0.533 0.622
C4 4.900 -0.745 -0.876
C5 3.542 -0.230 -1.354
C6 3.532 1.216 -1.829
C7 2.104 1.645 -2.221
C8 1.511 2.767 -1.359
C9 -0.037 2.713 -1.342
B1 -0.708 2.102 0.061
C10 -0.722 3.363 1.124
N1 -0.705 3.011 2.583
C11 -2.208 1.504 -0.339
C12 -3.346 1.849 0.604
C13 -3.307 1.094 1.932
P1 -4.083 -0.525 1.896
O1 -5.541 -0.449 2.106
O2 -3.774 -1.109 0.427
C14 -4.340 -2.372 0.076
C15 -3.259 -3.446 0.026
O3 -3.326 -1.350 3.062
C16 -4.116 -2.214 3.890
C17 -4.260 -3.636 3.393
C18 0.260 0.903 0.658
O4 -0.454 -0.098 1.443
C19 -0.026 -1.408 1.215
C20 -0.431 -1.968 -0.146
H1 5.981 1.077 2.589
H2 4.836 0.021 3.455
H3 4.450 1.731 3.079
H4 4.119 1.346 0.849
H5 3.388 -0.072 1.586
H6 6.265 -0.218 0.721
H7 5.158 -1.487 1.135
H8 4.890 -1.820 -1.041
H9 5.678 -0.362 -1.530
H10 2.770 -0.433 -0.623
H11 3.268 -0.825 -2.222
H12 3.999 1.904 -1.133
H13 4.144 1.235 -2.732
H14 2.072 1.963 -3.260
H15 1.464 0.774 -2.158
H16 1.951 2.800 -0.364
H17 1.796 3.702 -1.846
H18 -0.401 3.741 -1.406
H19 -0.361 2.165 -2.224
H20 -1.517 4.086 0.916
H21 0.201 3.921 0.944
H22 -0.063 3.604 3.094
H23 -1.628 3.163 2.971
H24 -2.128 0.429 -0.475
H25 -2.481 1.904 -1.318
H26 -3.409 2.913 0.804
H27 -4.296 1.597 0.124
H28 -2.306 1.005 2.347
H29 -3.926 1.620 2.655
H30 -4.762 -2.294 -0.920
H31 -5.164 -2.630 0.732
H32 -3.651 -4.417 0.306
H33 -2.785 -3.502 -0.946
H34 -2.491 -3.175 0.744
H35 -5.080 -1.782 4.133
H36 -3.565 -2.284 4.822
H37 -3.369 -3.957 2.876
H38 -5.165 -3.795 2.822
H39 -4.336 -4.262 4.279
H40 1.015 1.334 1.325
H41 0.815 0.390 -0.126
H42 -0.517 -2.022 1.973
H43 1.058 -1.508 1.347
H44 0.219 -1.544 -0.906
H45 -0.295 -3.046 -0.173
H46 -1.445 -1.691 -0.402
Cl1 2.551 -1.681 -4.608
C21 1.472 -1.292 -5.974
C22 1.004 0.139 -5.928
Cl2 -0.108 0.438 -4.575
H47 0.635 -1.985 -5.955
H48 2.045 -1.465 -6.885
H49 0.463 0.381 -6.843
H50 1.846 0.822 -5.831

---

No. 4
A single C4H4N2O molecule. Source: the OMol25 dataset; level of theory: ωB97M-V/def2-TZVPD.

Values from the calculation:
- Lowest unoccupied orbital energy: -0.42 eV
- HOMO energy: -9.30 eV
- HOMO-LUMO gap: 8.88 eV
- Calculated total energy: -9238.99973 eV
- Energy relative to the best compared isomer or geometry (same formula, charge and spin): 1.488 eV
- Molar mass: 96.089 g/mol

Geometry (Å):
C1 -0.703 1.945 0.371
C2 -0.098 0.741 0.403
N1 0.719 0.170 1.420
C3 0.903 -1.067 0.996
N2 0.197 -1.314 -0.241
C4 -0.275 -0.129 -0.785
O1 -0.672 -0.213 -1.948
H1 -1.612 2.114 -0.294
H2 -0.338 2.679 1.142
H3 1.572 -1.838 1.418
H4 0.375 -2.183 -0.853

---

No. 5
A single C2H3NP2 molecule. Source: the OMol25 dataset; level of theory: ωB97M-V/def2-TZVPD.

Values from the calculation:
- Lowest unoccupied orbital energy: -1.14 eV
- HOMO energy: -9.72 eV
- HOMO-LUMO gap: 8.57 eV
- Calculated total energy: -22188.39725 eV
- Energy relative to the best compared isomer or geometry (same formula, charge and spin): 0.465 eV
- Molar mass: 103.001 g/mol

Geometry (Å):
C1 0.886 1.844 0.216
C2 0.696 1.189 1.567
N1 0.903 2.444 -0.765
P1 -1.515 -0.100 -0.030
P2 0.032 -0.570 1.136
H1 1.563 1.093 2.049
H2 0.002 1.711 2.254
H3 -1.828 -1.493 -0.095

---

No. 6
A gas-phase ion, C5H9FN3O (charge +1). Source: the OMol25 dataset; level of theory: ωB97M-V/def2-TZVPD.

Values from the calculation:
- Lowest unoccupied orbital energy: -4.02 eV
- HOMO energy: -13.11 eV
- HOMO-LUMO gap: 9.09 eV
- Calculated total energy: -14558.10011 eV
- Charge: +1
- Energy relative to the best compared isomer or geometry (same formula, charge and spin): 0.105 eV
- Molar mass: 146.145 g/mol

Geometry (Å):
C1 -0.089 1.001 1.227
N1 -0.818 0.239 0.192
C2 -1.673 0.836 -0.625
N2 -2.500 0.112 -1.286
C3 -0.459 -1.179 0.169
O1 -1.348 -1.916 -0.171
N3 0.817 -1.564 0.400
C4 2.047 -0.836 0.358
C5 2.250 0.223 -0.464
F1 3.518 0.598 -0.635
H1 0.174 0.497 2.168
H2 0.918 1.417 0.765
H3 -0.753 1.936 1.583
H4 -1.709 2.017 -0.626
H5 -3.148 0.584 -1.937
H6 -2.618 -0.966 -1.122
H7 0.894 -2.556 0.199
H8 2.866 -1.350 0.797
H9 1.632 0.908 -0.992

---

Q: Among the records above, which one has the highest molar mass?
A: C36H31F9N3O3ReS2

---

Q: What is the calculated total energy in the fourth record?
A: -9238.99973 eV

---

Q: The lowest calculated total energy belongs to which entry?
A: C36H31F9N3O3ReS2